Entry i
56
Properties=species:S:1:pos:R:3 method="wB97M-V/def2-TZVPD" orbital_gap_ha=0.360 smiles="COc1c(C)cc(C(=O)NCCCOCCNC(=O)C#C[C@H]2CCOC2)cc1Cl" spin_multiplicity=1 e_lumo_ev=0.567
C 3.51382 -5.37165 -2.93212
O 3.23384 -4.08473 -3.48070
C 2.86263 -3.15900 -2.54591
C 1.50570 -2.92205 -2.31515
C 0.46251 -3.68988 -3.07688
C 1.14825 -1.95693 -1.38614
C 2.10890 -1.21330 -0.71170
C 1.63076 -0.16724 0.24723
O 0.60163 -0.30833 0.88950
N 2.39353 0.95248 0.33871
C 1.91736 2.10660 1.08562
C 0.83001 2.86240 0.32911
C 0.31741 4.07584 1.07346
O -0.21115 3.66167 2.31815
C -1.11151 4.59415 2.87527
C -1.67142 4.01041 4.15645
N -2.24867 2.67545 3.97435
C -3.26011 2.53983 3.02711
O -4.30756 3.14255 3.08119
C -3.02112 1.46367 2.06985
C -2.77806 0.58369 1.28930
C -2.47340 -0.48220 0.34760
C -3.64642 -1.41400 0.01750
C -3.19837 -2.03351 -1.30740
O -2.21810 -1.15052 -1.86996
C -2.10553 0.00636 -1.05332
C 3.45627 -1.44225 -0.95212
C 3.82269 -2.41687 -1.86451
Cl 5.50509 -2.70716 -2.16936
H 3.78116 -6.01276 -3.76785
H 4.34679 -5.32317 -2.22829
H 2.63382 -5.77715 -2.42644
H -0.51468 -3.22983 -2.93751
H 0.69674 -3.71084 -4.14068
H 0.40726 -4.72676 -2.73881
H 0.09920 -1.76338 -1.19890
H 3.10020 1.09417 -0.36292
H 1.52661 1.75451 2.03798
H 2.77144 2.75511 1.28957
H 1.21413 3.18562 -0.64299
H -0.00546 2.18223 0.15153
H 1.11846 4.81101 1.23624
H -0.46485 4.56530 0.48097
H -0.60994 5.54650 3.09241
H -1.92479 4.79486 2.16504
H -0.88512 3.92251 4.90577
H -2.43493 4.68062 4.55125
H -1.50286 2.02445 3.75774
H -1.62609 -1.05327 0.73347
H -3.82498 -2.15767 0.79177
H -4.55532 -0.82497 -0.10974
H -2.72621 -3.00840 -1.16209
H -4.02568 -2.15226 -2.00962
H -2.79831 0.78980 -1.38249
H -1.08301 0.37592 -1.11719
H 4.22746 -0.89763 -0.42334

---

Entry ii
56
Properties=species:S:1:pos:R:3 method="wB97M-V/def2-TZVPD" orbital_gap_ha=0.361 smiles="COc1c(C)cc(C(=O)NCCCOCCNC(=O)C#C[C@H]2CCOC2)cc1Cl" spin_multiplicity=1 e_lumo_ev=0.554
C 4.13540 5.50874 -1.22694
O 2.72217 5.39187 -1.06520
C 2.32800 4.21249 -0.49786
C 1.89805 3.16900 -1.32119
C 1.90272 3.34413 -2.81341
C 1.45777 1.99593 -0.72873
C 1.43893 1.84111 0.65194
C 0.93083 0.54187 1.20306
O 0.15734 -0.16178 0.57118
N 1.35643 0.20748 2.44726
C 0.89258 -1.01091 3.08997
C -0.47972 -0.83442 3.73226
C -1.05910 -2.14590 4.22330
O -1.12779 -3.02622 3.12068
C -1.99945 -4.12620 3.28500
C -2.05246 -4.83598 1.95197
N -2.46086 -3.87561 0.93343
C -2.53271 -4.28831 -0.37500
O -2.96160 -5.36800 -0.72054
C -2.12980 -3.24272 -1.31233
C -1.74716 -2.33573 -1.99949
C -1.28135 -1.23572 -2.82941
C -1.79450 -1.24392 -4.27602
C -1.66508 0.22943 -4.68177
O -1.49252 0.98367 -3.47696
C -1.76382 0.14154 -2.36899
C 1.84580 2.88949 1.46562
C 2.28663 4.06676 0.88588
Cl 2.74812 5.39381 1.90284
H 4.31358 6.47464 -1.69187
H 4.64450 5.46833 -0.26263
H 4.51725 4.71470 -1.87376
H 1.37856 2.51848 -3.29203
H 1.41686 4.27807 -3.09328
H 2.92084 3.38057 -3.20593
H 1.10980 1.17714 -1.34525
H 2.07262 0.75855 2.88345
H 0.84070 -1.79600 2.33741
H 1.63381 -1.30226 3.83585
H -0.41839 -0.13099 4.56650
H -1.15604 -0.41045 2.98723
H -0.43842 -2.58798 5.01557
H -2.06023 -1.98324 4.63992
H -1.63327 -4.80436 4.06494
H -2.99792 -3.77276 3.57052
H -1.06792 -5.25529 1.72131
H -2.76971 -5.65461 1.98497
H -1.97884 -2.99178 1.04212
H -0.18743 -1.23347 -2.81987
H -1.23099 -1.91350 -4.92269
H -2.83673 -1.56380 -4.28066
H -0.79186 0.40768 -5.31204
H -2.54970 0.58403 -5.21601
H -2.83863 0.10450 -2.15222
H -1.23215 0.51434 -1.49651
H 1.78686 2.83354 2.54445

---

Which structure is the most stable? The one labeled entry ii.

---

Entry i
20
Properties=species:S:1:pos:R:3 method="wB97M-V/def2-TZVPD" orbital_gap_ha=0.328 smiles="CSC1=NC=N[C@H](N)[C@@H]1[N+](=O)[O-]" spin_multiplicity=1 e_lumo_ev=-0.283
C 2.15150 -0.07240 -1.41492
S 0.57846 -0.91144 -1.16271
C -0.31970 0.44610 -0.60186
N 0.25679 1.56738 -0.38000
C -0.61070 2.42003 0.40134
N -1.65415 2.11354 1.07184
C -2.05423 0.75325 1.16340
N -1.21378 -0.24695 1.77494
C -1.86315 0.21709 -0.53302
N -2.33393 -1.20426 -0.81702
O -1.93556 -2.05096 -0.03099
O -3.19707 -1.17974 -1.67985
H 2.46109 -0.63097 -2.35779
H 2.82076 -0.12398 -0.56471
H 1.94676 1.05882 -1.40560
H -0.31369 3.48186 0.36031
H -3.05215 1.02758 1.64320
H -0.66255 0.33867 2.40690
H -1.66725 -0.97658 2.45468
H -2.33424 0.81842 -1.44268

---

Entry ii
20
Properties=species:S:1:pos:R:3 method="wB97M-V/def2-TZVPD" orbital_gap_ha=0.303 spin_multiplicity=1 e_lumo_ev=-0.440
C -0.28073 -1.83354 0.32355
C 0.19250 -2.95476 -0.33764
C -0.49256 -0.86993 -0.71475
C 1.52149 2.82731 1.22901
C -1.07132 0.51025 -0.50436
N -0.19080 -1.43157 -1.87387
N -2.50522 0.22839 -0.12299
N 0.21566 -2.65477 -1.59936
N -0.47832 1.30249 0.63401
O -3.25644 0.17433 -1.08497
O 2.01081 0.65455 -0.07340
S 1.15503 0.94478 1.02675
H -0.54745 -1.68425 1.33329
H 0.44248 -3.99776 0.09310
H 1.90120 3.49644 0.42772
H 2.38435 2.70739 1.92389
H 0.63192 3.37492 1.65630
H -0.98893 1.11048 -1.38352
H 0.48348 -3.32565 -2.39973
H -1.12715 1.42090 1.44697

---

Which structure is the most stable? The one labeled entry ii.